Density functional theory data (ωB97M-V/def2-TZVPD) for a molecular structure, C48H62BN2O4Tl.

```
118
Properties=species:S:1:pos:R:3:forces:R:3
Tl 1.260379 -2.413810 1.498771 -0.604 0.950 -0.779
O 0.522988 0.042003 1.068332 0.003 0.043 0.008
O 0.547833 -3.651057 -0.492202 -0.005 -0.068 -0.006
O -0.761506 -2.447033 2.008295 -0.008 -0.084 0.213
O 2.799305 -1.667287 0.304451 0.224 -0.037 0.140
N 2.007067 -4.279398 2.174291 0.245 -0.518 0.253
N 2.606154 -1.260147 4.642401 -0.057 0.295 0.021
C 2.672539 2.123288 -4.934073 0.008 -0.002 0.000
C 2.914131 2.593404 -3.499626 -0.023 -0.016 0.039
C -2.091989 -1.026746 -4.810577 -0.011 0.010 0.008
C 3.063235 1.675118 -1.142959 -0.035 0.035 0.016
C -1.208075 0.014658 3.445825 0.103 -0.017 -0.062
C -0.150168 0.746280 0.010041 0.015 -0.126 -0.020
C -3.692553 -1.233076 0.218138 0.027 -0.006 -0.009
C -1.358583 -1.701669 -3.652168 -0.020 -0.002 -0.024
C 2.631368 0.121793 -2.870665 -0.010 -0.038 0.017
C 3.248548 2.608376 6.235721 0.004 0.008 0.069
C -2.593681 -2.016010 0.543349 -0.084 -0.080 -0.082
C 0.685104 -2.397828 -2.529166 0.039 -0.010 -0.039
C -1.473346 -2.841920 -1.501653 -0.053 -0.024 -0.004
C 3.011728 0.669786 -0.190766 0.051 0.122 0.031
C 2.193927 -2.307530 -2.426956 -0.051 0.078 0.042
C -5.393097 2.021518 1.330556 -0.001 0.013 0.009
C 0.923532 3.413967 6.570109 -0.006 -0.001 -0.003
C 0.730875 -5.066113 -0.705324 0.013 0.030 0.029
C 0.879445 0.820385 2.154171 0.001 -0.056 -0.012
C 0.393212 1.703279 4.320336 -0.039 0.026 0.007
C -5.224319 0.769523 0.470217 0.058 -0.007 -0.015
C -2.034641 -0.434894 2.270835 -0.053 0.106 0.085
C 2.564568 -0.917892 -1.944451 -0.001 -0.036 -0.116
C 2.295872 -5.396252 2.261838 0.019 -0.073 0.024
C 0.015689 0.900356 3.243896 -0.066 -0.041 0.060
C -6.488287 -0.088206 0.613292 -0.021 -0.006 0.026
C 2.488481 2.157545 3.299587 0.025 0.039 0.000
C -2.084798 -2.221482 -2.581961 -0.012 0.017 0.036
C 2.868019 1.436882 -2.501764 0.000 0.008 -0.005
C 0.024809 -1.787918 -3.593336 0.013 0.026 0.002
C 4.287756 3.273648 -3.436637 0.017 0.010 -0.021
C 2.161795 1.374612 2.200029 0.103 0.000 -0.026
C 1.823073 3.613263 -3.140077 -0.001 -0.013 0.015
C 2.765194 -0.655006 -0.586602 -0.098 -0.052 -0.028
C -1.130077 -0.526658 -5.888905 0.007 -0.001 -0.011
C -5.072255 1.206585 -0.993691 0.017 0.001 0.004
C 2.038572 3.245335 5.537929 0.006 0.015 -0.020
C -3.064199 -2.025995 -5.452647 0.007 -0.011 -0.008
C 2.430109 4.636779 5.019923 -0.017 -0.005 -0.023
C 1.612135 2.365850 4.362317 -0.002 -0.032 0.005
C -1.755298 -1.630490 1.601611 0.041 -0.039 -0.112
C 3.296268 1.015614 1.246853 -0.098 -0.067 0.028
C 2.089176 -1.444763 3.629488 0.141 -0.183 0.163
C -0.086525 -2.964515 -1.526626 0.021 -0.024 0.040
C -2.878886 0.176794 -4.272049 0.006 0.009 0.006
C -2.290012 -3.248269 -0.289960 0.056 0.133 0.013
C -3.998679 -0.047423 0.880749 -0.008 -0.006 -0.041
C -3.141396 0.326532 1.905748 0.005 0.019 0.028
B 2.652653 -6.914956 2.328529 0.002 -0.144 -0.041
H 2.977117 1.640688 6.668599 0.007 0.006 -0.041
H -6.614862 -0.415620 1.647496 -0.006 0.002 -0.022
H 1.691622 1.653212 -5.042407 0.027 0.005 -0.001
H -0.297179 1.780902 5.151522 0.026 -0.012 -0.020
H 3.266814 2.685320 -0.798891 -0.001 -0.019 0.001
H 2.726566 5.278790 5.852477 -0.004 -0.011 -0.012
H 1.268014 4.070479 7.371321 -0.009 -0.009 -0.008
H -5.528089 1.767481 2.384303 0.002 0.019 -0.019
H 1.809292 4.431292 -3.865321 0.011 -0.019 0.023
H 4.082524 2.461680 5.547732 -0.013 -0.004 0.009
H 0.269397 -5.611425 0.115822 -0.012 0.009 0.018
H 2.489683 -7.311464 1.189096 0.012 0.005 0.058
H 2.632702 -2.472906 -3.411818 0.007 -0.024 -0.008
H 5.080263 2.561874 -3.677464 -0.011 0.020 0.002
H 2.487975 -0.127937 -3.914496 0.014 0.010 0.009
H -3.382051 0.697899 -5.090829 0.007 -0.020 0.022
H -3.228866 -3.693674 -0.621363 0.000 -0.018 -0.009
H -5.026328 0.343504 -1.659890 -0.001 0.011 -0.002
H -1.088338 1.160603 0.377598 -0.030 -0.004 0.023
H -6.277649 2.571592 1.002604 0.013 -0.011 0.011
H 4.336632 4.098557 -4.152471 -0.001 -0.013 0.021
H 3.265535 4.587187 4.320074 -0.018 0.004 0.016
H -1.867164 0.537441 4.140579 0.003 -0.006 0.035
H -0.353939 0.012858 -0.770859 0.013 -0.004 0.022
H -2.210495 0.883145 -3.772850 -0.019 -0.012 -0.020
H 1.989158 4.043531 -2.150585 -0.011 -0.012 -0.016
H -3.809035 -2.379600 -4.737589 0.021 0.009 -0.015
H 0.268171 -5.350288 -1.647822 -0.020 0.000 -0.028
H 1.588302 5.106273 4.506630 0.022 -0.004 0.013
H 2.586641 -3.055853 -1.743365 0.010 -0.010 0.004
H -0.544811 -1.343842 -6.316591 -0.005 0.025 0.003
H -0.441486 0.226868 -5.497942 -0.021 -0.025 -0.008
H 3.996974 1.851835 1.259344 0.030 -0.006 0.022
H 3.015213 -0.939820 5.497341 0.014 -0.063 0.005
H -3.593124 -1.554020 -6.284286 0.004 -0.011 0.017
H 0.640460 2.460849 7.022074 0.001 0.020 -0.006
H 1.795729 -5.291781 -0.728824 0.019 0.012 -0.004
H -0.854268 -0.880340 3.969768 -0.002 -0.001 -0.001
H -3.330009 1.234007 2.468072 0.015 -0.017 -0.009
H 2.707214 2.980893 -5.609136 0.001 -0.018 0.008
H -4.336262 -1.575051 -0.586198 0.002 0.006 0.009
H -4.533915 2.690547 1.242281 -0.017 -0.013 0.008
H -1.755925 -3.979006 0.312152 0.003 -0.014 0.009
H 3.435554 1.411774 -5.257492 -0.021 0.010 -0.003
H 3.479597 2.599950 3.325865 -0.026 -0.025 0.005
H 4.489127 3.678167 -2.443146 -0.003 -0.012 -0.022
H -5.920034 1.825397 -1.300165 0.017 -0.027 0.010
H -3.637936 -0.131571 -3.551955 0.013 0.011 0.004
H -4.154840 1.784545 -1.129948 -0.026 -0.003 -0.009
H -2.526285 -2.895512 -5.836989 -0.017 0.019 0.004
H 0.628367 -1.360978 -4.383247 -0.016 -0.018 0.022
H -6.445175 -0.977712 -0.017469 0.004 0.019 0.013
H 0.495410 1.530616 -0.383894 0.032 0.010 -0.005
H -7.371634 0.487164 0.323894 0.018 -0.013 0.001
H 3.804241 -7.015843 2.684518 -0.043 0.042 -0.017
H 0.839486 3.136735 -3.139982 0.011 0.020 -0.011
H 3.592927 3.246019 7.053971 0.001 -0.007 -0.033
H 3.819659 0.165732 1.698487 -0.004 -0.001 0.001
H -1.701297 -0.065326 -6.696902 0.013 -0.008 0.008
H 1.874590 -7.427171 3.102211 0.026 0.039 -0.031
H -3.165708 -2.131757 -2.573708 0.028 -0.002 0.001
H 0.032573 3.864266 6.127273 0.018 -0.011 0.013
```
Positions in Å, forces in eV/Å.

Values from the calculation:
Max |F| (eV/A): 1.4
Lowest unoccupied orbital energy (eV): -0.01
Frontier orbital gap (Ha): 0.287
Energy relative to the best compared isomer or geometry (same formula, charge and spin) (eV): 0.000
Spin multiplicity: 1